Computed, not measured: C47H47GeOP2Ru as an isolated structure, with ωB97M-V/def2-TZVPD.

CARTESIAN COORDINATES (ANGSTROEM)
Ru -0.299 0.174 -0.168
C 0.382 -5.188 1.266
C 0.073 -3.978 0.436
C 1.078 -3.104 0.039
C 0.825 -2.080 -0.873
C -0.461 -1.911 -1.427
C -1.509 -2.688 -0.882
C -1.231 -3.694 0.021
H 1.150 -4.978 2.010
H 0.756 -5.988 0.624
H -0.508 -5.558 1.774
H 2.097 -3.280 0.366
H 1.680 -1.621 -1.332
H -0.639 -1.385 -2.354
H -2.524 -2.536 -1.227
H -2.011 -4.417 0.239
O -0.278 2.633 2.680
C -1.383 2.106 3.315
C -2.298 2.894 3.996
C -3.363 2.284 4.640
C -3.496 0.906 4.619
C -2.581 0.134 3.926
C -1.516 0.721 3.231
P -0.342 -0.223 2.196
C -0.835 -1.885 2.746
C -2.042 -2.448 2.327
C -2.559 -3.560 2.977
C -1.836 -4.159 4.008
C -0.606 -3.644 4.378
C -0.100 -2.514 3.751
C 1.297 0.060 2.904
C 2.435 -0.239 2.160
C 3.696 -0.078 2.712
C 3.824 0.389 4.013
C 2.693 0.692 4.759
C 1.430 0.528 4.210
C -0.522 3.874 2.123
C -0.235 5.030 2.825
C -0.616 6.246 2.283
C -1.280 6.292 1.061
C -1.490 5.132 0.338
C -1.098 3.893 0.860
P -0.959 2.438 -0.224
C -0.646 3.345 -1.771
C 0.501 4.146 -1.799
C 0.723 5.018 -2.850
C -0.190 5.093 -3.895
C -1.333 4.309 -3.871
C -1.570 3.447 -2.807
C -2.522 1.525 -0.432
C -3.483 1.463 0.589
C -4.595 0.654 0.448
C -4.769 -0.114 -0.702
C -3.820 -0.083 -1.709
C -2.695 0.723 -1.574
H -2.183 3.967 4.034
H -4.078 2.894 5.177
H -4.309 0.427 5.148
H -2.697 -0.937 3.942
H -2.687 -1.893 1.651
H -3.511 -3.976 2.672
H -2.240 -5.023 4.520
H -0.036 -4.113 5.170
H 0.851 -2.111 4.072
H 2.335 -0.607 1.150
H 4.578 -0.314 2.132
H 4.807 0.518 4.447
H 2.794 1.059 5.772
H 0.553 0.764 4.800
H 0.250 4.961 3.790
H -0.407 7.162 2.821
H -1.603 7.239 0.652
H -1.935 5.195 -0.646
H 1.202 4.127 -0.972
H 1.608 5.641 -2.854
H -0.017 5.773 -4.718
H -2.061 4.386 -4.668
H -2.502 2.900 -2.777
H -3.373 2.076 1.476
H -5.343 0.635 1.229
H -5.656 -0.724 -0.812
H -3.955 -0.668 -2.610
H -1.973 0.766 -2.380
C 2.764 1.966 -3.640
Ge 1.706 0.425 -3.112
C 2.806 -1.163 -3.405
C 0.140 0.353 -4.279
C 1.372 0.841 -1.111
H 3.118 1.791 -4.658
H 3.629 2.100 -2.990
H 2.167 2.871 -3.626
H 2.901 -1.242 -4.490
H 2.406 -2.106 -3.043
H 3.803 -1.015 -2.991
H 0.513 0.470 -5.299
H -0.551 1.176 -4.096
H -0.395 -0.596 -4.249
H 1.587 1.904 -1.079
H 2.174 0.370 -0.531

Cartesian forces (eV/Å) of the 6 atoms listed first:
-0.07 -0.11 -0.75
-0.04 -0.04 -0.02
0.30 0.36 0.09
-0.25 -0.29 0.31
-0.16 -0.35 -0.39
-0.16 -0.25 1.03

Values from the calculation:
* LUMO (spin up / spin down): -7.10 / -6.78 eV
* total charge: +2
* energy relative to the best compared isomer or geometry (same formula, charge and spin): 275.4 kJ/mol
* HOMO energy (spin up / spin down): -13.714 / -13.835 eV
* Kohn-Sham gap (spin up / spin down): 6.6 / 7.1 eV
* 2S+1: 2
* total energy: -129210.21566 eV
* molar mass: 863.52 g/mol
* max |F|: 1.17 eV Å⁻¹



Computed, not measured: C40H95N6O11V as an isolated structure, with ωB97M-V/def2-TZVPD.

CARTESIAN COORDINATES (ANGSTROEM)
O -19.163 -29.080 -4.286
V -19.979 -30.362 -4.885
O -21.527 -29.995 -5.099
C -22.377 -33.129 -2.216
C -20.922 -33.166 -2.620
O -20.504 -31.889 -3.084
H -23.058 -33.078 -3.065
H -22.655 -32.281 -1.590
H -22.632 -33.966 -1.565
H -20.738 -33.894 -3.410
H -20.383 -33.517 -1.740
C -18.297 -33.775 0.610
C -19.235 -33.628 1.847
C -18.675 -32.761 3.023
O -17.378 -33.135 3.400
C -16.871 -32.603 4.663
N -20.460 -33.056 1.369
H -18.619 -34.651 0.048
H -17.281 -34.066 0.875
H -18.210 -32.886 -0.016
H -19.397 -34.631 2.241
H -19.334 -32.939 3.873
H -18.545 -31.696 2.829
H -16.270 -31.709 4.495
H -16.155 -33.326 5.052
H -17.616 -32.449 5.444
H -20.885 -33.561 0.604
H -20.244 -32.159 0.958
C -19.518 -28.686 1.326
C -20.495 -29.393 0.395
C -20.841 -28.557 -0.869
O -21.201 -27.228 -0.628
C -22.569 -27.022 -0.236
N -19.902 -30.656 0.014
H -18.565 -28.603 0.803
H -19.337 -29.220 2.259
H -19.880 -27.717 1.670
H -21.435 -29.656 0.880
H -21.543 -29.049 -1.542
H -19.933 -28.551 -1.472
H -22.941 -26.014 -0.416
H -22.813 -27.114 0.822
H -23.229 -27.594 -0.889
H -18.973 -30.492 -0.347
H -20.409 -30.998 -0.790
C -20.994 -32.643 -6.868
O -19.896 -32.179 -6.205
C -18.895 -33.172 -6.000
C -17.558 -32.603 -5.385
N -17.858 -31.621 -4.356
C -16.670 -31.014 -3.778
C -16.068 -31.870 -2.658
O -15.174 -32.856 -3.191
C -14.525 -33.592 -2.206
H -21.525 -33.300 -6.179
H -20.804 -33.085 -7.847
H -21.744 -31.860 -6.980
H -18.639 -33.723 -6.905
H -19.318 -33.897 -5.305
H -17.002 -32.159 -6.210
H -17.065 -33.467 -4.940
H -18.378 -32.186 -3.700
H -16.842 -30.081 -3.242
H -15.929 -30.901 -4.570
H -16.810 -32.457 -2.117
H -15.444 -31.203 -2.064
H -14.042 -32.987 -1.440
H -13.806 -34.295 -2.628
H -15.186 -34.299 -1.704
C -30.604 -30.474 1.015
O -29.388 -29.888 1.125
C -28.434 -30.600 1.979
C -27.916 -31.844 1.364
N -27.359 -31.593 0.065
C -26.194 -30.798 0.003
C -25.468 -30.802 -1.395
O -24.836 -29.594 -1.762
C -23.997 -29.714 -2.882
H -31.314 -30.306 1.824
H -30.563 -31.561 0.959
H -31.056 -30.055 0.116
H -28.868 -30.815 2.955
H -27.690 -29.848 2.245
H -28.739 -32.554 1.274
H -27.272 -32.294 2.119
H -28.074 -31.076 -0.428
H -25.562 -31.265 0.758
H -26.518 -29.767 0.148
H -26.249 -30.889 -2.150
H -24.756 -31.622 -1.489
H -24.638 -29.944 -3.733
H -23.283 -30.524 -2.730
H -23.568 -28.780 -3.244
C -21.821 -40.776 0.768
C -21.761 -40.237 -0.635
C -23.176 -39.988 -1.175
C -23.737 -38.611 -0.667
C -22.812 -37.514 -1.144
C -21.394 -37.735 -0.608
N -20.903 -39.040 -0.858
O -19.576 -39.269 -0.628
C -20.456 -36.755 -1.387
C -21.347 -37.360 0.856
C -21.177 -41.435 -1.486
H -20.837 -41.146 1.057
H -22.445 -41.668 0.703
H -22.145 -40.111 1.568
H -23.227 -40.054 -2.261
H -23.807 -40.773 -0.757
H -23.903 -38.502 0.405
H -24.733 -38.439 -1.074
H -23.251 -36.603 -0.738
H -22.845 -37.440 -2.231
H -20.697 -35.713 -1.177
H -19.401 -36.756 -1.112
H -20.605 -37.090 -2.414
H -20.404 -37.644 1.323
H -21.502 -36.349 1.234
H -22.124 -37.985 1.297
H -20.938 -41.039 -2.473
H -21.920 -42.233 -1.498
H -20.199 -41.732 -1.108
H -19.260 -39.450 -1.516
C -25.623 -34.491 -2.961
C -27.007 -34.872 -3.424
C -27.120 -36.447 -3.667
C -28.599 -37.018 -3.807
C -29.296 -36.592 -2.547
C -29.319 -35.071 -2.285
N -27.948 -34.480 -2.383
O -28.046 -33.081 -2.195
C -30.320 -34.407 -3.260
C -29.806 -34.907 -0.852
C -27.291 -34.204 -4.800
H -24.833 -35.082 -3.423
H -25.488 -34.611 -1.886
H -25.459 -33.426 -3.121
H -26.570 -36.646 -4.586
H -26.676 -36.990 -2.833
H -28.565 -38.107 -3.778
H -29.035 -36.676 -4.745
H -28.910 -37.124 -1.678
H -30.296 -37.020 -2.463
H -29.916 -34.289 -4.266
H -31.141 -35.124 -3.240
H -30.540 -33.376 -2.984
H -29.013 -35.140 -0.142
H -30.162 -33.890 -0.688
H -30.715 -35.451 -0.594
H -28.164 -34.637 -5.289
H -26.438 -34.294 -5.472
H -27.593 -33.157 -4.842
H -27.510 -32.934 -1.412

Cartesian forces (eV/Å) of the 6 atoms listed first:
0.43 0.02 -0.18
0.02 -0.51 2.57
-1.02 0.01 -0.96
-0.75 -0.25 0.21
0.18 2.38 -0.96
0.63 -0.51 0.25

Values from the calculation:
* LUMO (spin up / spin down): 2.05 / 2.05 eV
* total charge: -1
* HOMO energy (spin up / spin down): -3.709 / -4.712 eV
* Kohn-Sham gap (spin up / spin down): 5.8 / 6.8 eV
* 2S+1: 2
* total energy: -100164.45481 eV
* molar mass: 887.17 g/mol
* max |F|: 3.90 eV Å⁻¹



Computed, not measured: an isolated ion of composition C2H7N3S2 and charge +2, with ωB97M-V/def2-TZVPD.

CARTESIAN COORDINATES (ANGSTROEM)
N -0.256 1.670 0.726
C 0.680 0.845 0.267
N 1.862 1.294 -0.306
S 3.156 0.232 -0.682
S 2.438 -1.164 0.687
C 0.622 -0.757 0.453
N -0.086 -1.542 -0.581
H -0.580 1.234 1.606
H -0.333 2.634 0.489
H 1.973 2.268 -0.568
H 0.182 -1.052 1.413
H -0.298 -2.493 -0.308
H 0.445 -1.587 -1.472
H -0.966 -1.055 -0.904

Cartesian forces (eV/Å) of the 6 atoms listed first:
0.42 -3.35 0.71
3.03 0.46 -1.65
-2.98 -1.29 0.97
-0.53 -0.46 -0.11
-0.93 0.08 -0.14
2.25 1.36 1.54

Values from the calculation:
* LUMO: -9.22 eV
* total charge: +2
* energy relative to the best compared isomer or geometry (same formula, charge and spin): 60.0 kJ/mol
* HOMO energy: -17.469 eV
* Kohn-Sham gap: 8.2 eV
* total energy: -28309.52726 eV
* molar mass: 137.23 g/mol
* max |F|: 3.48 eV Å⁻¹



Computed, not measured: C21H26FeN as an isolated structure, with ωB97M-V/def2-TZVPD.

CARTESIAN COORDINATES (ANGSTROEM)
C 3.314 -0.565 2.971
C 2.190 -0.637 3.881
C 1.152 -1.432 3.258
C 1.640 -1.865 1.954
C 2.974 -1.315 1.774
Fe 1.663 0.112 2.106
C 2.237 1.694 1.088
C 1.541 2.061 2.304
C 0.219 1.412 2.249
C 0.103 0.691 0.977
C -1.057 -0.306 0.513
C -2.307 -0.125 1.356
C -3.054 -1.285 1.594
C -4.273 -1.227 2.263
C -4.703 -0.011 2.827
C -3.924 1.140 2.646
C -2.743 1.089 1.893
C 1.349 0.855 0.298
H 4.282 -0.121 3.200
H 2.183 -0.271 4.905
H 0.235 -1.763 3.744
H 1.151 -2.582 1.296
H 3.644 -1.519 0.943
H 3.238 2.011 0.781
H 1.921 2.722 3.101
H -0.568 1.562 2.997
H -0.640 -1.280 0.820
H -2.670 -2.238 1.215
H -4.830 -2.152 2.435
H -5.554 -0.009 3.521
H -4.170 2.070 3.161
H -2.178 1.994 1.702
H 1.533 0.445 -0.687
C -1.543 -3.003 -1.577
C -2.346 -1.718 -1.438
N -1.402 -0.483 -0.930
C -1.949 0.775 -1.729
C -1.079 0.982 -2.964
H -2.161 -3.875 -1.296
H -1.256 -3.130 -2.635
H -0.661 -3.039 -0.903
H -2.657 -1.362 -2.433
H -3.304 -1.896 -0.893
H -0.506 -0.723 -1.394
H -2.984 0.546 -2.026
H -2.001 1.673 -1.088
H -1.381 1.901 -3.444
H -0.033 1.137 -2.694
H -1.180 0.165 -3.693

Cartesian forces (eV/Å) of the 6 atoms listed first:
0.69 -1.56 0.64
0.68 -1.47 0.73
0.80 -1.57 0.67
0.66 -1.41 0.93
0.82 -1.68 0.96
-0.01 -0.18 0.46

Values from the calculation:
* LUMO (spin up / spin down): 2.72 / 2.67 eV
* total charge: -1
* HOMO energy (spin up / spin down): 0.345 / -2.950 eV
* Kohn-Sham gap (spin up / spin down): 2.4 / 5.6 eV
* 2S+1: 5
* total energy: -58067.72766 eV
* molar mass: 348.29 g/mol
* max |F|: 3.98 eV Å⁻¹



Computed, not measured: an isolated molecule of C2H2O2S2, with ωB97M-V/def2-TZVPD.

CARTESIAN COORDINATES (ANGSTROEM)
O 0.840 0.310 1.652
C -0.081 -0.021 0.869
O -1.232 -0.380 1.338
C -0.062 0.126 -0.641
S -0.959 -0.928 -1.625
S 1.332 1.058 -1.352
H -0.914 -0.408 2.357
H 1.077 0.243 -2.596

Cartesian forces (eV/Å) of the 6 atoms listed first:
-1.63 -1.03 -2.50
2.51 2.60 0.91
0.18 -0.90 3.74
0.81 -1.93 -2.11
1.11 1.84 1.86
-1.98 -2.47 -1.42

Values from the calculation:
* LUMO: -1.73 eV
* energy relative to the best compared isomer or geometry (same formula, charge and spin): 122.0 kJ/mol
* HOMO energy: -9.366 eV
* Kohn-Sham gap: 7.6 eV
* total energy: -27870.34101 eV
* molar mass: 122.17 g/mol
* max |F|: 3.85 eV Å⁻¹